{
  "formula": "C4H6N2",
  "method": "ωB97M-V/def2-TZVPD",
  "symbols": ["C", "N", "C", "C", "N", "C", "H", "H", "H", "H", "H", "H"],
  "xyz": [[1.14393, -0.05387, 1.17812], [0.07336, -0.08134, 0.21259], [0.21930, -0.05462, -1.13594], [-1.04200, -0.03232, -1.65349], [-1.99296, -0.00931, -0.65591], [-1.27744, -0.08088, 0.43825], [1.84931, -0.86427, 0.97669], [1.67926, 0.90236, 1.14598], [0.72036, -0.18890, 2.17305], [1.17331, -0.06529, -1.64462], [-0.88051, 0.65546, -2.48089], [-1.66593, -0.12701, 1.44617]],
  "charge": 0,
  "orbital_gap_ev": 9.50
}

---

{
  "formula": "C4H6N2",
  "method": "ωB97M-V/def2-TZVPD",
  "symbols": ["N", "C", "C", "C", "C", "N", "H", "H", "H", "H", "H", "H"],
  "xyz": [[0.04511, -1.04058, 1.77508], [0.04254, -0.37016, 0.53114], [0.39794, -0.75010, -0.74104], [0.22622, 0.38808, -1.58381], [-0.23043, 1.41576, -0.80233], [-0.33764, 0.94459, 0.48487], [-0.88567, -1.35589, 2.03319], [0.64646, -1.85476, 1.72966], [0.74358, -1.73380, -1.03418], [0.40142, 0.43171, -2.65052], [-0.48679, 2.43749, -1.04458], [-0.56273, 1.48767, 1.30251]],
  "charge": 0,
  "orbital_gap_ev": 8.82
}

---

{
  "formula": "C4H6N2",
  "method": "ωB97M-V/def2-TZVPD",
  "symbols": ["C", "C", "N", "H", "H", "H", "C", "C", "N", "H", "H", "H"],
  "xyz": [[11.45182, -28.24922, 0.81646], [11.33434, -29.60494, 0.26364], [11.28186, -30.66463, -0.16989], [11.48560, -28.28852, 1.90244], [10.70732, -27.58290, 0.40048], [12.44498, -27.88948, 0.52968], [10.33261, -24.49776, 0.30518], [10.56500, -23.08702, 0.58525], [10.74407, -21.98342, 0.83369], [11.02045, -24.78626, -0.49131], [9.31617, -24.69220, -0.03631], [10.47936, -25.14197, 1.16911]],
  "charge": 0,
  "orbital_gap_ev": 12.29
}

---

{
  "formula": "C4H6N2",
  "method": "ωB97M-V/def2-TZVPD",
  "symbols": ["N", "C", "C", "C", "C", "N", "H", "H", "H", "H", "H", "H"],
  "xyz": [[-1.91648, 1.72888, 1.20915], [-0.95158, 1.35485, 0.69521], [0.27595, 0.88443, 0.04298], [0.84190, -0.41209, 0.63436], [-0.09229, -1.14104, -0.32759], [0.03116, 0.07444, -1.16152], [0.96944, 1.71198, -0.12325], [1.74938, -0.52677, -0.08880], [0.73793, -0.57066, 1.74291], [-1.11299, -1.32623, 0.01403], [0.31843, -2.03452, -0.80607], [-0.77634, 0.30486, -1.71616]],
  "charge": 0,
  "orbital_gap_ev": 11.02
}

---

{
  "formula": "C4H6N2",
  "method": "ωB97M-V/def2-TZVPD",
  "symbols": ["C", "C", "N", "C", "C", "N", "H", "H", "H", "H", "H", "H"],
  "xyz": [[0.91127, -1.09573, 0.00554], [0.58655, 0.64233, 0.44032], [1.27702, 1.64294, -0.14021], [-0.63744, 0.27159, 0.01551], [-1.85871, -0.09638, 0.06433], [-3.08674, -0.22807, -0.02985], [1.88669, -0.92419, -0.43894], [0.99641, -1.59460, 0.96346], [0.32661, -1.69236, -0.69240], [2.21939, 1.83394, 0.15232], [0.86255, 2.24666, -0.83987], [-3.48359, -1.00614, 0.49980]],
  "charge": 0,
  "orbital_gap_ev": [7.45, 7.45]
}

---

{
  "formula": "C4H6N2",
  "method": "ωB97M-V/def2-TZVPD",
  "symbols": ["C", "C", "C", "C", "N", "N", "H", "H", "H", "H", "H", "H"],
  "xyz": [[-2.26614, -0.20588, 0.15235], [1.93746, -0.00025, -0.45685], [1.01529, 0.84241, 0.43207], [0.50054, -0.46009, -0.01355], [-1.55948, 0.74896, -0.27153], [-0.30435, 0.44287, -0.74091], [-3.41659, 0.01606, 0.38665], [-1.91873, -1.28035, 0.30792], [2.17776, 0.30574, -1.49656], [2.61307, -0.63632, 0.09205], [1.00596, 1.63169, 1.23093], [0.21521, -1.40484, 0.37742]],
  "charge": 0,
  "s_squared": 2.020,
  "spin_multiplicity": 3,
  "orbital_gap_ev": [6.57, 7.72]
}

---

{
  "formula": "C4H6N2",
  "method": "ωB97M-V/def2-TZVPD",
  "symbols": ["C", "C", "C", "N", "C", "N", "H", "H", "H", "H", "H", "H"],
  "xyz": [[-2.55543, 0.34950, -0.93941], [-1.60440, 0.15988, 0.04048], [1.69838, -0.58385, -0.20522], [2.60322, -1.02384, 0.44428], [0.62420, 0.22263, 0.65908], [-0.43278, 0.71630, -0.10496], [-2.48729, 1.08551, -1.74029], [-1.84794, -0.59517, 0.79168], [-3.45697, -0.24819, -0.92661], [1.57631, -0.76586, -1.27721], [0.30692, -0.38077, 1.51477], [1.23559, 1.05149, 1.03625]],
  "charge": 1,
  "s_squared": 0.816,
  "spin_multiplicity": 2,
  "orbital_gap_ev": [5.81, 8.34]
}

---

{
  "formula": "C4H6N2O",
  "method": "ωB97M-V/def2-TZVPD",
  "symbols": ["H", "N", "C", "C", "C", "N", "C", "O", "H", "H", "H", "H", "H"],
  "xyz": [[-2.11068, 1.57408, -0.83983], [-1.91777, 0.63600, -0.48959], [-0.70247, 0.50779, -0.11855], [0.50392, 1.32416, -0.13347], [1.54655, 0.47254, 0.06373], [1.15894, -0.81307, 0.28078], [-0.28063, -0.85520, 0.42757], [-0.89280, -1.92731, -0.20439], [0.57919, 2.37870, -0.36015], [2.60407, 0.71863, 0.07650], [1.75880, -1.61466, 0.35730], [-0.52681, -0.84249, 1.50649], [-1.72030, -1.55918, -0.56638]],
  "charge": 0,
  "orbital_gap_ev": 9.12
}

---

For the records above, the corresponding energy relative to the best compared isomer or geometry (same formula, charge and spin) values read 31.5; 6.5; 22.5; 50.1; 124.9; 109.4; 107.0; 32.1 kcal/mol.
For the records above, the corresponding maximum force values read 2.52; 0.20; 1.17; 2.81; 3.59; 6.17; 1.69; 0.48 eV Å⁻¹.